Below is a 12-piece molecular cluster, C4H33N2O11 overall at a distorted geometry, with properties calculated with the ωB97M-V functional and the def2-TZVPD basis.

charge = +1
calculated total energy = -30181.9575 eV
highest occupied orbital energy = -13.26 eV
lowest unoccupied orbital energy = -0.083 Eh

Each line ends with the Löwdin charge.
Cartesian coordinates (Å):
C1 -0.504 -2.222 1.546  -0.09
C2 0.507 -1.937 0.379  -0.21
C3 -0.061 -1.194 -0.804  -0.16
N1 -0.525 0.194 -0.434  0.11
C4 0.275 1.134 -0.024  -0.18
N2 -0.111 2.321 0.390  0.18
H1 -1.321 -1.476 1.629  0.05
H2 -0.996 -3.135 1.193  0.07
H3 0.167 -2.454 2.372  0.07
H4 1.384 -1.363 0.687  0.09
H5 0.723 -2.959 0.027  0.12
H6 0.502 -1.043 -1.736  0.10
H7 -0.952 -1.700 -1.156  0.08
H8 -1.510 0.436 -0.484  0.14
H9 1.340 0.923 -0.045  0.14
H10 0.546 2.850 0.949  0.09
H11 -1.047 2.656 0.586  0.10
H12 5.007 1.200 -0.759  0.08
H13 4.324 1.639 0.487  0.02
O1 4.258 1.746 -0.478  -0.04
H14 2.419 2.528 2.674  0.04
H15 1.171 1.944 3.327  0.05
O2 1.467 2.428 2.549  -0.05
H16 -2.007 0.813 1.956  0.00
H17 -2.457 0.322 3.258  0.06
O3 -1.683 0.243 2.682  -0.07
H18 0.761 -0.386 2.773  0.00
H19 1.193 -0.535 4.275  0.06
O4 1.485 -0.617 3.364  -0.05
H20 2.987 1.264 -1.572  0.00
H21 1.687 1.635 -2.338  0.05
O5 2.234 0.887 -2.076  -0.07
H22 4.907 1.037 2.215  0.05
H23 3.743 0.145 2.595  0.05
O6 3.996 1.076 2.531  -0.05
H24 -4.663 1.152 -2.103  0.06
H25 -4.060 -0.301 -1.749  0.01
O7 -4.290 0.595 -1.418  -0.07
H26 -2.675 -1.847 -2.480  0.03
H27 -3.525 -2.659 -1.350  0.07
O8 -3.216 -1.807 -1.661  -0.06
H28 -3.573 1.411 0.103  0.02
H29 -3.629 2.219 1.469  0.07
O9 -3.057 1.925 0.754  -0.06
H30 1.485 -0.782 -4.598  0.06
H31 0.853 0.228 -3.699  0.01
O10 0.619 -0.527 -4.258  -0.05
H32 -1.121 -1.995 -4.188  0.05
H33 -1.684 -3.412 -3.889  0.07
O11 -1.374 -2.600 -3.475  -0.04